[1]
DFT (wB97M-V/def2-TZVPD) results for a structure of composition C20H35As2F6NO10S3SiV.

Last column: Löwdin charge in e.
CARTESIAN COORDINATES (ANGSTROEM)
V 0.88 1.40 -0.43  0.558
O -0.15 0.71 4.12  -0.253
As 1.22 0.79 2.98  0.868
O 2.53 1.47 3.66  -0.455
O 0.57 1.53 1.65  -0.531
C 1.46 -1.15 2.96  -0.220
C 1.65 -1.66 4.24  -0.080
C 1.84 -3.02 4.46  -0.058
C 1.85 -3.90 3.39  -0.063
C 1.67 -3.42 2.10  -0.066
C 1.47 -2.06 1.91  -0.285
S 1.27 -1.49 0.25  0.620
O 1.47 -2.59 -0.64  -0.225
O -0.17 -0.94 0.19  -0.309
O 2.11 -0.32 0.16  -0.322
H -0.39 1.60 4.38  0.042
H 1.66 -0.98 5.09  0.108
H 1.99 -3.38 5.47  0.106
H 2.01 -4.96 3.55  0.107
H 1.69 -4.07 1.24  0.113
C -2.62 0.33 0.44  -0.109
Si -1.88 -1.31 -0.02  0.658
C -2.21 -1.76 -1.83  -0.580
C -2.24 -0.46 -2.65  -0.085
C -1.15 -2.69 -2.42  -0.074
C -3.59 -2.43 -1.95  -0.100
C -2.35 -2.62 1.26  -0.584
C -1.88 -4.02 0.87  -0.076
C -1.79 -2.27 2.65  -0.069
C -3.89 -2.61 1.39  -0.092
H -3.70 0.31 0.27  0.049
H -2.21 1.13 -0.17  0.029
H -2.44 0.57 1.49  0.043
H -1.28 0.06 -2.64  0.043
H -3.01 0.23 -2.31  0.082
H -2.46 -0.71 -3.70  0.097
H -0.17 -2.22 -2.45  0.065
H -1.43 -2.92 -3.46  0.090
H -1.07 -3.64 -1.88  0.072
H -4.38 -1.81 -1.53  0.078
H -3.62 -3.41 -1.48  0.061
H -3.81 -2.56 -3.02  0.086
H -0.80 -4.05 0.70  0.068
H -2.37 -4.37 -0.04  0.066
H -2.11 -4.73 1.67  0.088
H -0.73 -2.50 2.73  0.050
H -2.31 -2.88 3.40  0.091
H -1.92 -1.23 2.92  0.074
H -4.40 -2.84 0.45  0.055
H -4.25 -1.65 1.76  0.080
H -4.18 -3.38 2.12  0.085
F 0.03 5.38 -1.65  0.098
C -0.70 4.84 -2.64  -0.664
F -0.35 5.44 -3.78  0.128
F -1.99 5.10 -2.40  0.123
S -0.43 3.01 -2.72  0.549
O -0.66 2.62 -1.30  -0.416
O -1.50 2.58 -3.58  -0.279
N 1.02 2.90 -3.15  -0.314
S 1.83 1.45 -2.56  0.572
O 3.30 1.47 -2.49  -0.386
O 0.82 0.31 -2.19  -0.492
C 1.84 0.83 -4.35  -0.666
F 2.42 -0.39 -4.40  0.089
F 2.55 1.64 -5.16  0.097
F 0.61 0.70 -4.87  0.100
C 4.14 2.60 0.77  -0.264
As 2.49 3.32 0.03  1.104
C 1.97 4.57 1.43  -0.273
C 3.22 4.52 -1.31  -0.273
H 4.84 3.41 1.00  0.029
H 4.57 1.94 0.01  0.026
H 3.91 2.04 1.68  0.003
H 2.73 5.35 1.55  0.026
H 1.87 4.01 2.36  0.009
H 1.02 5.03 1.16  0.022
H 3.99 5.14 -0.86  0.027
H 2.43 5.14 -1.72  0.009
H 3.64 3.91 -2.11  0.017

Properties
- charge = -1
- spin multiplicity = 3
- ⟨S²⟩ = 2.24
- gap between HOMO and LUMO (alpha / beta) (eV) = 7.06 / 6.26
- relative energy (zero: lowest compared OMol25 entry of this formula, charge and spin) (kJ/mol) = 0.00
- F_max (eV/A) = 0.9


[2]
DFT (wB97M-V/def2-TZVPD) results for a structure of composition C20H35AsCl3CsGeN3O6S2.

Last column: Löwdin charge in e.
CARTESIAN COORDINATES (ANGSTROEM)
Cs -0.19 0.32 -0.01  0.992
C 0.44 3.61 -2.49  -0.092
N 1.35 2.84 -1.66  -0.293
C 2.38 2.19 -2.46  -0.107
C 1.93 3.63 -0.58  -0.169
C 0.89 4.10 0.41  -0.235
C 0.31 5.37 0.36  -0.063
C -0.73 5.72 1.21  -0.098
C -1.25 4.80 2.12  -0.089
C -0.68 3.53 2.23  -0.081
C 0.39 3.29 1.40  0.025
H 0.94 4.48 -2.95  0.087
H -0.40 3.97 -1.89  0.083
H 0.05 2.98 -3.28  0.079
H 3.05 2.92 -2.94  0.086
H 1.90 1.62 -3.25  0.040
H 2.95 1.50 -1.84  0.073
H 2.46 4.52 -0.99  0.121
H 2.67 3.01 -0.07  0.123
H 0.66 6.08 -0.38  0.107
H -1.18 6.70 1.13  0.092
H -2.10 5.07 2.74  0.100
H -1.07 2.76 2.88  0.114
O -0.27 -1.58 3.68  -0.042
C -0.84 -1.58 2.57  -0.670
O -1.69 -0.72 2.18  -0.296
C -0.36 -2.70 1.55  -0.658
O 0.14 -3.73 2.01  -0.036
O -0.46 -2.42 0.31  -0.299
C 3.67 -2.19 -2.76  -0.216
As 2.15 -2.14 -1.56  0.932
C 2.20 -3.81 -0.62  -0.192
C 0.66 -2.05 -2.77  -0.220
O 2.33 -0.80 -0.62  -0.677
H 3.72 -3.11 -3.34  0.026
H 4.57 -2.08 -2.15  0.029
H 3.59 -1.33 -3.43  0.026
H 2.08 -4.63 -1.33  0.035
H 1.39 -3.81 0.11  0.009
H 3.17 -3.88 -0.13  0.037
H 0.70 -2.90 -3.45  0.040
H 0.78 -1.14 -3.35  -0.003
H -0.32 -2.05 -2.28  0.000
Cl -3.36 1.44 -0.24  -0.262
Ge -3.45 -0.94 -0.09  0.251
Cl -3.20 -1.14 -2.67  -0.218
Cl -5.77 -0.95 0.16  -0.251
O 3.81 1.35 2.47  -0.565
S 2.52 0.56 2.49  0.852
C 2.95 -1.18 2.65  -0.320
C 3.47 -1.31 4.07  -0.235
C 2.39 -0.65 4.94  -0.228
C 1.90 0.60 4.20  -0.306
H 3.65 -1.41 1.85  0.083
H 2.02 -1.75 2.52  0.085
H 4.43 -0.79 4.17  0.099
H 3.62 -2.36 4.35  0.107
H 2.76 -0.41 5.94  0.099
H 1.55 -1.34 5.02  0.091
H 2.29 1.54 4.59  0.082
H 0.81 0.62 4.15  0.074
C -1.52 -2.65 -6.60  -0.092
N -0.52 -1.62 -6.72  -0.076
C -0.38 -0.59 -5.84  -0.966
N -1.38 -0.44 -4.98  0.080
S 0.97 0.42 -5.90  0.503
H -1.35 -3.39 -7.38  0.079
H -2.53 -2.24 -6.75  0.086
H -1.49 -3.15 -5.63  0.087
H 0.30 -1.78 -7.29  0.095
H -2.13 -1.11 -4.85  -0.013
H -1.33 0.18 -4.19  0.061

Properties
- charge = -2
- spin multiplicity = 2
- ⟨S²⟩ = 0.76
- gap between HOMO and LUMO (eV) = 5.94
- relative energy (zero: lowest compared OMol25 entry of this formula, charge and spin) (kJ/mol) = 24.50
- F_max (eV/A) = 0.7


[3]
DFT (wB97M-V/def2-TZVPD) results for a structure of composition C20H35AuN4O3P.

Last column: Löwdin charge in e.
CARTESIAN COORDINATES (ANGSTROEM)
Au -0.15 -0.04 -0.48  1.219
C 3.60 -0.02 -2.46  -0.101
C 2.57 1.10 -2.69  -0.351
P 0.84 0.59 -2.61  0.945
C 0.59 -0.65 -3.92  -0.361
C 0.76 -0.03 -5.31  -0.090
C -0.20 2.02 -2.98  -0.358
C -0.12 3.19 -2.00  -0.112
H 4.60 0.39 -2.57  0.104
H 3.50 -0.82 -3.19  0.080
H 3.52 -0.45 -1.46  0.070
H 2.65 1.51 -3.70  0.109
H 2.72 1.95 -2.03  0.081
H -0.40 -1.08 -3.81  0.074
H 1.32 -1.44 -3.76  0.087
H -0.06 0.64 -5.57  0.085
H 0.77 -0.84 -6.04  0.102
H 1.70 0.51 -5.43  0.082
H -1.23 1.66 -3.11  0.100
H 0.13 2.35 -3.98  0.106
H -0.33 2.89 -0.97  0.038
H -0.84 3.95 -2.28  0.101
H 0.87 3.66 -2.02  0.088
N -2.60 -2.97 -2.02  0.134
C -1.39 -3.62 -2.16  -0.001
C -0.44 -2.74 -1.77  -0.106
N -1.08 -1.56 -1.40  -0.157
C -2.39 -1.74 -1.55  -0.116
H -3.51 -3.36 -2.23  0.196
H -1.32 -4.63 -2.51  0.152
H 0.62 -2.87 -1.70  0.128
H -3.17 -1.03 -1.34  0.146
C 2.55 2.91 1.10  -0.104
C 1.16 3.38 1.57  -0.115
C 0.36 2.12 1.78  -0.115
O 0.93 1.17 0.78  -0.370
C 2.39 1.41 0.85  -0.108
H 3.30 3.06 1.87  0.135
H 2.87 3.44 0.21  0.119
H 0.69 4.02 0.82  0.112
H 1.21 3.96 2.49  0.141
H -0.71 2.23 1.59  0.110
H 0.52 1.65 2.75  0.146
H 2.82 1.03 -0.06  0.078
H 2.74 0.81 1.68  0.146
O 0.14 -4.40 5.33  -0.022
C -0.65 -3.40 5.91  -0.212
N -1.29 -2.74 4.78  0.111
C -1.48 -1.42 4.71  -0.469
O -1.24 -0.60 5.58  0.125
C -1.99 -0.86 3.39  -0.074
C -3.12 -0.05 3.37  0.075
C -3.47 0.60 2.20  0.014
C -2.63 0.49 1.10  -0.138
N -1.52 -0.26 1.14  -0.109
C -1.22 -0.96 2.25  -0.045
H 0.31 -5.10 5.98  0.110
H -0.06 -2.64 6.43  0.136
H -1.40 -3.81 6.59  0.144
H -1.58 -3.35 4.03  0.153
H -3.70 0.07 4.28  0.155
H -4.35 1.22 2.14  0.137
H -2.84 1.04 0.19  0.120
H -0.31 -1.55 2.23  0.141

Properties
- charge = +3
- gap between HOMO and LUMO (eV) = 5.36
- relative energy (zero: lowest compared OMol25 entry of this formula, charge and spin) (kJ/mol) = 120.68
- F_max (eV/A) = 0.5


> Among the records above, which one has the lowest relative energy (zero: lowest compared OMol25 entry of this formula, charge and spin)?

C20H35As2F6NO10S3SiV


What did the first record say?
DFT (wB97M-V/def2-TZVPD) results for a structure of composition C20H35As2F6NO10S3SiV.

Last column: Löwdin charge in e.
CARTESIAN COORDINATES (ANGSTROEM)
V 0.88 1.40 -0.43  0.558
O -0.15 0.71 4.12  -0.253
As 1.22 0.79 2.98  0.868
O 2.53 1.47 3.66  -0.455
O 0.57 1.53 1.65  -0.531
C 1.46 -1.15 2.96  -0.220
C 1.65 -1.66 4.24  -0.080
C 1.84 -3.02 4.46  -0.058
C 1.85 -3.90 3.39  -0.063
C 1.67 -3.42 2.10  -0.066
C 1.47 -2.06 1.91  -0.285
S 1.27 -1.49 0.25  0.620
O 1.47 -2.59 -0.64  -0.225
O -0.17 -0.94 0.19  -0.309
O 2.11 -0.32 0.16  -0.322
H -0.39 1.60 4.38  0.042
H 1.66 -0.98 5.09  0.108
H 1.99 -3.38 5.47  0.106
H 2.01 -4.96 3.55  0.107
H 1.69 -4.07 1.24  0.113
C -2.62 0.33 0.44  -0.109
Si -1.88 -1.31 -0.02  0.658
C -2.21 -1.76 -1.83  -0.580
C -2.24 -0.46 -2.65  -0.085
C -1.15 -2.69 -2.42  -0.074
C -3.59 -2.43 -1.95  -0.100
C -2.35 -2.62 1.26  -0.584
C -1.88 -4.02 0.87  -0.076
C -1.79 -2.27 2.65  -0.069
C -3.89 -2.61 1.39  -0.092
H -3.70 0.31 0.27  0.049
H -2.21 1.13 -0.17  0.029
H -2.44 0.57 1.49  0.043
H -1.28 0.06 -2.64  0.043
H -3.01 0.23 -2.31  0.082
H -2.46 -0.71 -3.70  0.097
H -0.17 -2.22 -2.45  0.065
H -1.43 -2.92 -3.46  0.090
H -1.07 -3.64 -1.88  0.072
H -4.38 -1.81 -1.53  0.078
H -3.62 -3.41 -1.48  0.061
H -3.81 -2.56 -3.02  0.086
H -0.80 -4.05 0.70  0.068
H -2.37 -4.37 -0.04  0.066
H -2.11 -4.73 1.67  0.088
H -0.73 -2.50 2.73  0.050
H -2.31 -2.88 3.40  0.091
H -1.92 -1.23 2.92  0.074
H -4.40 -2.84 0.45  0.055
H -4.25 -1.65 1.76  0.080
H -4.18 -3.38 2.12  0.085
F 0.03 5.38 -1.65  0.098
C -0.70 4.84 -2.64  -0.664
F -0.35 5.44 -3.78  0.128
F -1.99 5.10 -2.40  0.123
S -0.43 3.01 -2.72  0.549
O -0.66 2.62 -1.30  -0.416
O -1.50 2.58 -3.58  -0.279
N 1.02 2.90 -3.15  -0.314
S 1.83 1.45 -2.56  0.572
O 3.30 1.47 -2.49  -0.386
O 0.82 0.31 -2.19  -0.492
C 1.84 0.83 -4.35  -0.666
F 2.42 -0.39 -4.40  0.089
F 2.55 1.64 -5.16  0.097
F 0.61 0.70 -4.87  0.100
C 4.14 2.60 0.77  -0.264
As 2.49 3.32 0.03  1.104
C 1.97 4.57 1.43  -0.273
C 3.22 4.52 -1.31  -0.273
H 4.84 3.41 1.00  0.029
H 4.57 1.94 0.01  0.026
H 3.91 2.04 1.68  0.003
H 2.73 5.35 1.55  0.026
H 1.87 4.01 2.36  0.009
H 1.02 5.03 1.16  0.022
H 3.99 5.14 -0.86  0.027
H 2.43 5.14 -1.72  0.009
H 3.64 3.91 -2.11  0.017

Properties
- charge = -1
- spin multiplicity = 3
- ⟨S²⟩ = 2.24
- gap between HOMO and LUMO (alpha / beta) (eV) = 7.06 / 6.26
- relative energy (zero: lowest compared OMol25 entry of this formula, charge and spin) (kJ/mol) = 0.00
- F_max (eV/A) = 0.9


> Which value of relative energy (zero: lowest compared OMol25 entry of this formula, charge and spin) does entry 2 give?

24.50 kJ/mol